Record 1
A cluster of 2 separate species, C34H65N5O4PS2 in total. Source: OMol25; level of theory: ωB97M-V/def2-TZVPD.

Positions of all 111 atoms, in Å:
S: 2.96 2.54 -0.09
S: 4.73 2.62 -2.43
P: 2.19 -5.28 4.21
O: 2.59 7.13 -6.47
O: 5.16 -2.59 0.74
O: 0.26 4.23 -3.69
O: 4.59 -2.19 -1.37
N: 1.67 -6.74 4.25
N: -0.26 6.45 -5.90
N: 1.67 -0.32 -3.73
N: 2.41 1.33 -2.44
N: 0.93 -4.69 1.79
C: 1.04 1.43 -2.47
C: 1.70 -4.27 2.73
C: 3.38 -2.34 3.17
C: 2.09 -2.83 2.49
C: 1.91 1.17 0.48
C: 4.34 -2.67 -0.13
C: 0.60 0.42 -3.25
C: 1.90 -2.71 0.94
C: 1.51 8.06 -6.43
C: -5.66 -1.34 2.76
C: -7.22 -2.33 -0.06
C: -0.82 -0.45 3.94
C: 1.59 4.50 -4.08
C: 3.22 -1.99 4.66
C: 0.45 7.64 -5.44
C: 1.72 0.01 4.13
C: 3.00 -3.38 0.07
C: -0.59 5.36 -3.60
C: 1.94 -1.23 5.01
C: -1.16 5.84 -4.93
C: 0.67 -3.61 0.82
C: -4.53 -0.32 2.73
C: -6.77 -3.06 1.21
C: -3.16 -0.92 3.08
C: 2.54 -0.21 0.29
C: 2.68 6.37 -7.66
C: 1.48 -1.31 0.45
C: -2.07 0.13 3.29
C: -5.46 -2.53 1.80
C: 0.30 0.58 4.13
C: -8.36 -3.04 -0.77
C: 3.35 2.12 -1.75
C: 2.72 0.25 -3.24
C: 0.27 -5.99 1.64
H: -7.56 -2.95 1.96
H: 1.75 1.40 1.53
H: -0.27 8.46 -5.34
H: 1.96 5.44 -3.67
H: -6.68 -4.13 1.00
H: 0.49 -4.03 -0.17
H: -1.96 6.56 -4.71
H: -6.36 -2.24 -0.73
H: -1.10 -0.90 4.91
H: 0.13 1.16 5.05
H: 1.92 9.02 -6.10
H: 2.21 3.69 -3.70
H: -1.63 4.98 -5.42
H: -0.08 6.17 -3.06
H: 3.27 -2.91 5.26
H: -9.06 -3.48 -0.05
H: -0.45 -1.29 3.33
H: 3.75 -1.48 2.63
H: -2.85 -1.59 2.27
H: 3.65 5.89 -7.65
H: -4.79 -2.22 0.98
H: 1.23 -2.27 2.91
H: 3.57 -5.01 4.21
H: 0.51 2.24 -1.98
H: 2.39 -7.45 4.30
H: 1.66 -4.39 5.15
H: -5.78 -1.71 3.78
H: -0.41 0.20 -3.54
H: 0.22 1.30 3.31
H: 0.23 -6.22 0.57
H: -8.93 -2.37 -1.41
H: 0.94 7.51 -4.47
H: 1.70 4.52 -5.17
H: 2.95 -0.26 -0.71
H: -4.48 0.14 1.73
H: -7.54 -1.32 0.20
H: -2.45 0.94 3.91
H: 3.38 -0.34 0.97
H: -4.74 0.49 3.43
H: -3.26 -1.54 3.98
H: 4.09 -1.40 4.96
H: 3.92 -2.45 -2.01
H: 0.81 -6.75 2.19
H: 4.16 -3.10 3.04
H: 2.01 -0.19 3.09
H: 1.90 5.60 -7.73
H: 1.08 -1.90 4.99
H: 2.02 -0.89 6.05
H: 2.62 7.01 -8.54
H: -0.75 -5.92 2.02
H: -1.79 0.56 2.32
H: 2.54 -3.56 -0.91
H: 1.09 8.19 -7.43
H: -6.59 -0.83 2.49
H: -0.23 -3.08 1.15
H: 3.75 -0.03 -3.41
H: -1.44 5.05 -2.98
H: 0.71 -0.94 1.15
H: 3.25 -4.36 0.49
H: 0.41 5.76 -6.22
H: -4.95 -3.34 2.33
H: 0.97 -1.44 -0.51
H: -7.99 -3.85 -1.40
H: 0.95 1.21 -0.02
H: 2.41 0.78 4.48

**Charge**: +1
**Relative energy (zero: lowest compared OMol25 entry of this formula, charge and spin)**: 0.00 kJ/mol
**E_tot**: -82903.991 eV
**Maximum force**: 0.53 eV Å⁻¹
**Molecular weight**: 703.03 g/mol
**Gap between HOMO and LUMO**: 5.826 eV
**LUMO energy**: -4.1434 eV
**HOMO**: -9.97 eV

Here are the Mulliken charges for atoms 1 to 4, given in e: -0.266 -0.124 0.426 -0.336

***

Record 2
A structure of composition C12H27Al2Cl5F6LiNO5P at a distorted geometry. Source: OMol25; level of theory: ωB97M-V/def2-TZVPD.

Positions of all 60 atoms, in Å:
Cl: 3.72 -0.19 -7.46
Cl: 1.69 -2.23 -7.00
Cl: 3.58 -1.55 -4.90
Cl: 1.61 2.89 2.71
Cl: -1.78 -1.30 1.09
P: -1.19 1.85 1.74
Al: 5.91 -3.53 -1.35
Al: -1.64 1.90 -2.07
F: 6.46 -2.87 0.20
F: 4.87 -4.94 -1.06
F: 4.16 3.33 3.45
F: -0.99 0.75 -3.78
F: 7.31 -4.02 -2.32
F: 4.99 -2.29 -2.23
O: -4.32 -0.03 -2.05
O: 2.27 -1.01 0.71
O: 0.72 -0.21 2.29
O: 3.27 1.24 -2.09
O: -2.53 0.43 5.48
N: -7.11 -3.82 0.87
C: -2.14 -0.93 5.65
C: -4.49 -3.36 1.21
C: 2.85 -0.07 -1.59
C: 3.30 -0.32 -0.07
C: -0.60 0.28 2.64
C: -5.96 -3.62 1.02
C: 0.40 3.59 0.18
C: -4.41 -1.30 -2.40
C: 1.12 -0.13 0.91
C: -0.76 4.60 -0.38
C: 2.65 -0.93 -6.26
C: 0.10 3.24 1.73
Li: -2.24 4.59 -3.00
H: 0.33 -0.45 0.17
H: -3.76 -2.02 -1.86
H: 1.73 -0.16 -1.77
H: -1.29 4.14 -1.32
H: -4.28 -2.31 1.01
H: 1.46 4.04 0.02
H: -2.93 -1.58 5.28
H: -0.53 0.55 3.77
H: -1.96 -1.13 6.71
H: -0.33 4.22 2.17
H: -1.58 4.73 0.40
H: -0.23 5.57 -0.67
H: 1.97 -0.17 -5.89
H: -4.17 -1.54 -3.46
H: 4.23 -1.00 -0.12
H: 3.46 1.86 -1.36
H: -4.20 -3.60 2.23
H: 1.53 0.94 0.72
H: 3.36 -0.86 -2.26
H: -2.31 2.37 2.50
H: 0.38 2.65 -0.49
H: -3.34 0.56 5.99
H: -3.92 -3.98 0.52
H: -1.44 -0.62 2.58
H: -5.40 -1.78 -2.29
H: -1.23 -1.10 5.09
H: 3.66 0.64 0.45

**Charge**: -1
**E_tot**: -126209.807 eV
**Maximum force**: 4.43 eV Å⁻¹
**Molecular weight**: 648.48 g/mol
**Gap between HOMO and LUMO**: 2.106 eV
**LUMO energy**: -3.6670 eV
**HOMO**: -5.77 eV

Here are the Mulliken charges for atoms 1 to 4, given in e: -0.151 -0.147 -0.022 0.009

***

Record 3
A structure of composition C21H39N2O2P3Sn at a distorted geometry. Source: OMol25; level of theory: ωB97M-V/def2-TZVPD.

Positions of all 68 atoms, in Å:
Sn: -0.72 -1.19 -0.23
P: -1.39 1.40 -2.20
P: 2.52 -1.43 0.40
P: -2.04 -0.43 2.56
O: 1.16 0.47 2.88
O: -1.57 2.55 0.93
N: 2.55 3.34 -0.11
N: 1.30 1.53 -0.28
C: 3.86 -0.53 1.24
C: -3.79 -0.82 2.27
C: 2.72 -3.11 1.08
C: 3.15 4.55 0.45
C: -2.13 0.94 3.75
C: 2.84 2.77 -1.34
C: -2.08 -2.13 -2.01
C: -1.38 1.48 0.53
C: -0.94 0.73 -3.83
C: 0.77 -0.07 1.94
C: 1.60 2.56 0.50
C: -1.51 -1.83 3.61
C: -0.75 -2.54 -2.25
C: 2.04 1.65 -1.43
C: -3.21 1.43 -2.27
C: -2.69 -2.42 -0.78
C: 3.21 -1.61 -1.27
C: -1.99 -3.16 0.19
C: -0.07 -3.28 -1.29
C: -0.97 3.16 -2.40
C: -0.68 -3.59 -0.06
H: 1.97 0.95 -2.25
H: -1.07 3.67 -1.44
H: 3.55 3.17 -2.03
H: -0.12 -4.11 0.72
H: 2.31 -3.13 2.09
H: -2.65 0.58 4.64
H: 0.15 0.62 -3.88
H: 2.19 -3.84 0.47
H: 2.74 4.72 1.45
H: -1.12 1.26 4.02
H: -2.27 -1.96 4.40
H: -1.43 -2.75 3.03
H: 3.79 -3.34 1.10
H: -3.69 -2.02 -0.57
H: 4.11 -2.23 -1.21
H: -4.30 -0.81 3.24
H: 0.06 3.26 -2.74
H: -1.66 3.59 -3.13
H: -3.51 1.90 -3.21
H: 3.90 0.50 0.87
H: 4.80 -1.04 1.04
H: -2.45 -3.36 1.16
H: -2.62 -1.55 -2.76
H: -0.54 -1.61 4.07
H: 3.46 -0.63 -1.69
H: -1.38 -0.25 -4.00
H: -1.27 1.44 -4.60
H: -2.66 1.78 3.31
H: 0.96 -3.60 -1.48
H: -3.62 0.42 -2.21
H: -4.23 -0.05 1.62
H: -3.59 2.01 -1.42
H: -3.91 -1.79 1.78
H: 1.22 2.81 1.48
H: 2.48 -2.08 -1.94
H: 3.66 -0.50 2.32
H: 2.94 5.41 -0.19
H: -0.25 -2.26 -3.18
H: 4.24 4.43 0.53

**Charge**: +4
**Relative energy (zero: lowest compared OMol25 entry of this formula, charge and spin)**: 154.70 kJ/mol
**E_tot**: -63137.346 eV
**Maximum force**: 5.99 eV Å⁻¹
**Molecular weight**: 563.19 g/mol
**Gap between HOMO and LUMO (alpha / beta)**: 4.751 / 4.753 eV
**LUMO energy (alpha / beta)**: -15.0973 / -15.0986 eV
**HOMO (alpha / beta)**: -19.85 / -19.85 eV

Here are the Mulliken charges for atoms 1 to 4, given in e: 1.302 0.781 0.765 0.750

***

Q: The lowest molecular weight belongs to which entry?
A: C21H39N2O2P3Sn